ORCA calculation (ωB97M-V with the def2-TZVPD basis set) on a 2-piece molecular cluster, CH4ClNO overall in a non-equilibrium geometry.

Output
- E_tot (Ha) = -630.49201

The geometry in ORCA input format:
```
! wB97M-V def2-TZVPD RIJCOSX def2/J DEFGRID3
* xyz 0 1
C 0.94827 -0.93609 0.09860
N -2.20688 1.11527 -0.15516
O 0.07045 -0.96293 -0.76716
Cl 2.27295 0.64078 -0.10101
H 1.68329 -1.73885 0.36259
H 0.81098 -0.33472 1.06594
H -1.97558 1.27079 -1.11239
H -1.60348 0.94575 0.60859
*
```

***

ORCA calculation (ωB97M-V with the def2-TZVPD basis set) on C35H37FP2Sn as an isolated structure in a non-equilibrium geometry.

Output
- E_tot (Ha) = -2352.02697

The geometry in ORCA input format:
```
! wB97M-V def2-TZVPD RIJCOSX def2/J DEFGRID3
* xyz 2 1
Sn 0.63297 -1.68903 5.95802
C 2.07491 -6.08935 3.99076
C 2.28964 -5.24273 2.97544
C 1.54740 -5.16919 1.67190
C 0.24677 -4.31112 1.66722
C -0.74467 -4.59826 2.74893
C -0.90573 -5.74609 3.41551
C -0.17519 -7.03115 3.14913
C 1.10042 -7.24160 3.99855
C -1.51956 -2.17301 6.11289
H 2.71367 -6.08009 4.86988
H 3.06229 -4.47267 3.09745
H 1.35480 -6.16606 1.25145
H 2.25268 -4.67544 0.97574
H 0.54764 -3.24979 1.69009
H -0.23538 -4.47251 0.68674
H -1.41246 -3.75260 2.94857
H -1.60957 -5.79409 4.26189
H 0.04304 -7.14488 2.07716
H -0.88165 -7.84102 3.41475
H 0.78025 -7.47419 5.03021
H 1.60137 -8.14648 3.61361
H -1.93429 -2.44825 7.09496
H -1.61376 -3.03178 5.43942
H -2.08729 -1.30972 5.72203
P 1.51797 3.14426 -1.30321
P -1.82381 3.05529 -1.36734
C 0.56461 2.44132 -2.65157
C -0.79089 2.38266 -2.66137
C 2.89326 3.97776 -2.21113
C 3.30743 3.60893 -3.50088
C 4.37089 4.27047 -4.12443
C 5.02860 5.31374 -3.47282
C 4.60652 5.71751 -2.19599
C 3.52986 5.06926 -1.58098
C 2.35505 1.62645 -0.65265
C 1.53010 0.71041 0.03752
C 2.07004 -0.48375 0.51367
C 3.42546 -0.77663 0.30798
C 4.24588 0.14320 -0.35944
C 3.71938 1.35450 -0.81769
C -2.97197 4.05138 -2.47418
C -2.40800 5.18516 -3.09602
C -3.13886 5.92109 -4.03067
C -4.44922 5.53771 -4.35294
C -5.02242 4.42747 -3.72559
C -4.29590 3.70464 -2.77692
C -2.92612 1.63015 -0.98445
C -3.62201 1.66893 0.24334
C -4.51993 0.64375 0.57246
C -4.70365 -0.43240 -0.30946
C -3.99077 -0.48694 -1.50621
C -3.08327 0.52933 -1.84094
H 1.13242 2.01598 -3.47873
H -1.32444 1.98588 -3.52817
H 2.82388 2.79956 -4.04009
H 4.68820 3.96220 -5.12796
H 5.87291 5.82072 -3.95045
H 5.11531 6.53540 -1.68217
H 3.18701 5.39658 -0.60127
H 0.46947 0.94127 0.18309
H 1.43889 -1.19209 1.05716
H 3.84737 -1.71751 0.66565
H 5.30339 -0.06837 -0.52139
H 4.36061 2.08521 -1.32145
H -1.38459 5.48093 -2.86585
H -2.70488 6.80070 -4.51359
H -5.02724 6.10172 -5.08600
H -6.04731 4.11950 -3.96283
H -4.75683 2.84440 -2.28526
H -3.46303 2.50614 0.92403
H -5.06367 0.69068 1.51546
H -5.40122 -1.23431 -0.04168
H -4.12851 -1.32975 -2.19296
H -2.51562 0.45809 -2.76776
F 1.03134 -3.58745 6.08182
*
```